P.
# C2H3Cl2PS

A single C2H3Cl2PS molecule (ωB97M-V/def2-TZVPD, the OMol25 dataset).

Output
- SMILES string = C=CP(=S)(Cl)Cl
- 2S+1 = 1

Positions of all 9 atoms, in Å:
Cl: 0.957 0.135 -2.770
Cl: 1.224 -2.380 -0.612
S: 2.287 0.594 0.282
P: 0.873 -0.365 -0.788
C: -0.761 -0.031 -0.049
C: -0.923 0.620 1.179
H: -1.907 0.822 1.572
H: -0.086 0.959 1.785
H: -1.664 -0.354 -0.599

Results of the Mulliken charge analysis, in e, for atoms 1 through 6: -0.17, -0.17, -0.42, 0.65, -0.13, -0.51

***

Q.
# C2H3Cl2PS

A 2-piece molecular cluster, C2H3Cl2PS overall (ωB97M-V/def2-TZVPD, the OMol25 dataset).

Output
- 2S+1 = 1

Positions of all 9 atoms, in Å:
Cl: 2.008 -2.608 -0.251
Cl: 1.107 1.310 2.468
S: 1.191 2.408 -0.623
P: 1.083 0.821 0.541
C: -0.489 -0.168 0.328
C: -1.095 -0.237 -0.875
H: -2.019 -0.701 -0.835
H: -0.920 -0.717 1.139
H: -0.865 -0.108 -1.892

Results of the Mulliken charge analysis, in e, for atoms 1 through 6: -0.53, -0.11, -0.18, 0.61, 0.00, -0.63

***

R.
# C2H3Cl2PS

A 2-piece molecular cluster, C2H3Cl2PS overall (ωB97M-V/def2-TZVPD, the OMol25 dataset).

Output
- 2S+1 = 1

Positions of all 9 atoms, in Å:
Cl: -2.193 -1.320 -1.479
Cl: -1.846 -0.535 1.442
S: -0.529 3.464 -0.081
P: -1.261 0.045 -0.292
C: 1.395 -0.094 0.390
C: 0.393 -0.549 -0.360
H: 2.407 -0.278 0.438
H: 0.544 -1.330 -1.161
H: 1.089 0.597 1.102

Results of the Mulliken charge analysis, in e, for atoms 1 through 6: -0.27, -0.16, -0.03, 0.32, -0.63, 0.01

***

S.
# C2H3Cl2PS

A single C2H3Cl2PS molecule (ωB97M-V/def2-TZVPD, the OMol25 dataset).

Output
- SMILES string = S=P(Cl)=CCCl
- 2S+1 = 1

Positions of all 9 atoms, in Å:
Cl: 2.869 -1.376 -0.689
Cl: -2.252 0.718 -1.227
S: 2.231 1.170 1.324
P: 1.490 -0.112 -0.018
C: -1.183 0.383 0.227
C: -0.072 -0.555 -0.203
H: -0.908 1.347 0.657
H: -1.943 -0.032 0.754
H: -0.231 -1.544 -0.825

Results of the Mulliken charge analysis, in e, for atoms 1 through 6: -0.17, -0.22, -0.34, 0.49, -0.39, -0.19

***

Most stable to least stable, the ends of the list are P and Q.

***

P.
# CH8NO2

A 3-piece molecular cluster, CH8NO2 overall (ωB97M-V/def2-TZVPD, the OMol25 dataset).

Output
- total charge = +1
- 2S+1 = 1

Positions of all 12 atoms, in Å:
O: -1.325 1.703 2.029
O: 0.060 -1.163 -2.034
N: 0.672 0.207 0.233
C: 1.376 -0.850 0.033
H: -0.651 -1.661 -2.539
H: -0.004 0.556 1.102
H: 1.277 -1.694 0.737
H: -1.955 1.487 1.393
H: 2.109 -0.646 -0.809
H: 0.653 0.878 -0.481
H: -1.830 1.587 2.796
H: -0.382 -0.404 -2.461

Results of the Mulliken charge analysis, in e, for atoms 1 through 6: -0.67, -0.60, -0.15, 0.01, 0.33, 0.30

***

Q.
# CH8NO2

A 3-piece molecular cluster, CH8NO2 overall (ωB97M-V/def2-TZVPD, the OMol25 dataset).

Output
- total charge = +1
- 2S+1 = 1

Positions of all 12 atoms, in Å:
O: -0.527 -1.622 0.791
O: -1.217 1.886 0.571
N: 1.281 -0.690 -1.184
C: 0.929 0.386 -0.605
H: -0.648 -2.237 1.522
H: 0.304 0.461 0.265
H: 1.810 -0.628 -2.037
H: 1.067 -1.535 -0.654
H: -1.210 -0.948 0.883
H: -0.753 2.333 1.296
H: -2.121 2.146 0.800
H: 1.259 1.319 -1.032

Results of the Mulliken charge analysis, in e, for atoms 1 through 6: -0.65, -0.65, -0.12, -0.07, 0.33, 0.34

***

R.
# CH8NO2

A 2-piece molecular cluster, CH8NO2 overall (ωB97M-V/def2-TZVPD, the OMol25 dataset).

Output
- total charge = +1
- 2S+1 = 1

Positions of all 12 atoms, in Å:
O: -0.190 0.318 -2.362
O: -0.087 0.691 2.054
N: -0.499 -0.510 0.161
C: 0.529 -0.237 1.237
H: 0.677 0.441 -2.782
H: -0.258 -0.371 -0.857
H: 0.776 -1.185 1.712
H: -1.149 0.253 0.371
H: 1.424 0.174 0.767
H: -0.960 -1.394 0.331
H: -0.793 0.519 -3.092
H: 0.529 1.301 2.462

Results of the Mulliken charge analysis, in e, for atoms 1 through 6: -0.66, -0.51, -0.26, -0.21, 0.33, 0.34

***

Most stable to least stable, the ends of the list are R and P.

***

P.
# CH8NO2

A 3-piece molecular cluster, CH8NO2 overall (ωB97M-V/def2-TZVPD, the OMol25 dataset).

Output
- total charge = +1
- 2S+1 = 1

Positions of all 12 atoms, in Å:
O: -1.067 -1.480 3.317
O: 1.486 1.378 -2.607
N: 0.165 -0.100 -0.713
C: -0.885 0.255 -0.093
H: 0.652 0.547 -1.358
H: 0.602 -1.019 -0.630
H: 2.186 2.031 -2.510
H: 1.457 1.116 -3.532
H: -0.114 -1.608 3.238
H: -1.138 1.302 -0.209
H: -1.346 -2.005 4.074
H: -1.447 -0.499 0.426

Results of the Mulliken charge analysis, in e, for atoms 1 through 6: -0.63, -0.69, -0.05, -0.06, 0.26, 0.29

***

Q.
# CH8NO2

A 3-piece molecular cluster, CH8NO2 overall (ωB97M-V/def2-TZVPD, the OMol25 dataset).

Output
- total charge = +1
- 2S+1 = 1

Positions of all 12 atoms, in Å:
O: 0.603 -1.653 -0.234
O: -0.791 0.310 1.774
N: 0.685 0.785 -0.644
C: -0.371 0.983 -1.327
H: -0.551 0.806 2.562
H: 1.654 1.051 -0.786
H: -0.006 -2.192 -0.755
H: -1.300 -0.463 2.012
H: 1.237 -2.234 0.195
H: -1.268 1.170 -0.729
H: 0.618 0.474 0.320
H: -0.510 0.964 -2.387

Results of the Mulliken charge analysis, in e, for atoms 1 through 6: -0.55, -0.64, -0.11, -0.16, 0.32, 0.26

***

Most stable to least stable, the ends of the list are P and Q.

***

P.
# CH8NO2

A 3-piece molecular cluster, CH8NO2 overall (ωB97M-V/def2-TZVPD, the OMol25 dataset).

Output
- total charge = +1
- 2S+1 = 1

Positions of all 12 atoms, in Å:
O: -0.436 1.569 -1.577
O: 2.307 0.253 2.093
N: -0.383 -0.827 -0.352
C: -1.473 -1.474 -0.034
H: -0.326 0.147 -0.783
H: -1.260 2.060 -1.578
H: -1.434 -2.037 0.902
H: 3.009 0.898 2.098
H: -2.193 -1.883 -0.754
H: 0.326 2.153 -1.435
H: 1.451 0.613 1.864
H: 0.411 -1.472 -0.445

Results of the Mulliken charge analysis, in e, for atoms 1 through 6: -0.70, -0.63, -0.15, -0.11, 0.34, 0.34

***

Q.
# CH8NO2

A 2-piece molecular cluster, CH8NO2 overall (ωB97M-V/def2-TZVPD, the OMol25 dataset).

Output
- total charge = +1
- 2S+1 = 1

Positions of all 12 atoms, in Å:
O: -3.146 0.097 -0.359
O: 2.399 -0.138 0.977
N: 0.291 0.233 0.262
C: 1.582 -0.205 -0.187
H: 1.736 0.498 -1.075
H: -3.676 0.078 -1.268
H: 3.410 0.072 0.782
H: -3.654 -0.404 0.291
H: -0.409 0.664 -0.517
H: 1.503 -1.298 -0.680
H: -0.358 -0.523 0.752
H: 0.322 0.925 1.021

Results of the Mulliken charge analysis, in e, for atoms 1 through 6: -0.66, -0.52, -0.46, -0.21, 0.31, 0.35

***

Most stable to least stable, the ends of the list are Q and P.

***

P.
# C15H24N4O2S

A single C15H24N4O2S molecule (ωB97M-V/def2-TZVPD, the OMol25 dataset).

Output
- SMILES string = CCCCCn1c(SCCCC)nc2c1c(=O)[nH]c(=O)n2C
- 2S+1 = 1

Positions of all 46 atoms, in Å:
S: 1.725 0.288 0.930
O: -4.438 3.932 -0.414
O: -4.008 -0.516 0.381
N: -4.135 1.724 -0.020
N: -2.318 3.195 -0.047
N: -0.193 2.126 0.389
N: -0.948 0.036 0.649
C: 4.089 1.694 0.642
C: -0.621 -3.624 -0.348
C: 4.350 1.192 -0.776
C: 0.121 0.861 0.636
C: -1.734 4.509 -0.188
C: -3.679 3.020 -0.178
C: -1.943 -5.750 -0.053
C: -3.435 0.548 0.261
C: -2.040 0.833 0.370
C: -1.998 -4.227 -0.076
C: -0.648 -2.104 -0.501
C: -1.532 2.117 0.222
C: 5.838 1.014 -1.044
C: -0.960 -1.393 0.818
C: 2.611 1.891 0.929
H: 3.839 0.237 -0.915
H: 4.591 2.655 0.786
H: -1.174 4.759 0.713
H: -1.404 -1.825 -1.238
H: 2.123 2.501 0.171
H: -5.140 1.623 -0.116
H: -1.590 -6.136 -1.007
H: -1.267 -6.096 0.726
H: 6.003 0.656 -2.057
H: 0.064 -3.893 0.459
H: 3.932 1.903 -1.492
H: -0.227 -4.054 -1.272
H: 2.452 2.338 1.911
H: -1.056 4.524 -1.042
H: -2.545 5.218 -0.341
H: -0.212 -1.657 1.571
H: 4.509 0.988 1.362
H: 0.325 -1.759 -0.860
H: -2.380 -3.871 0.880
H: 6.267 0.294 -0.351
H: 6.364 1.959 -0.925
H: -2.693 -3.900 -0.852
H: -1.956 -1.666 1.167
H: -2.929 -6.164 0.141

Results of the Mulliken charge analysis, in e, for atoms 1 through 6: -0.20, -0.66, -0.68, -0.04, 0.00, -0.55

***

Q.
# C15H24N4O2S

A single C15H24N4O2S molecule (ωB97M-V/def2-TZVPD, the OMol25 dataset).

Output
- SMILES string = CC(C)Cc1nnc(NC(=O)CCC(=O)NC2CCCC2)s1
- 2S+1 = 1

Positions of all 46 atoms, in Å:
S: -2.807 0.832 0.451
O: 2.378 0.771 -0.755
O: -1.166 2.968 0.398
N: -0.303 1.125 -0.462
N: -2.462 -1.664 -0.359
N: -1.315 -0.821 -0.555
N: 3.847 1.190 0.574
C: 4.462 -2.734 0.151
C: -7.209 -0.722 0.701
C: -5.772 -0.470 -0.111
C: 2.119 2.839 0.531
C: -4.747 -0.888 0.767
C: -3.443 -0.591 0.184
C: -1.312 0.337 -0.450
C: 1.211 3.272 -0.635
C: 5.304 -0.295 -0.666
C: 4.599 -0.413 0.716
C: -0.162 2.309 -0.178
C: -5.739 -0.585 -1.371
C: 2.833 1.503 0.067
C: 5.668 -1.818 -0.608
C: 3.742 -1.474 0.713
H: 0.509 0.685 -0.959
H: 3.507 -1.660 1.950
H: 4.183 1.663 1.559
H: 1.950 2.628 1.564
H: -6.495 -0.028 -1.990
H: 2.897 3.561 0.572
H: 5.235 -0.072 1.599
H: 6.544 -2.061 -0.105
H: -5.837 -1.648 -1.640
H: 6.154 0.163 -0.721
H: 1.358 2.971 -1.480
H: 2.758 -1.289 0.659
H: -4.663 -0.254 -1.917
H: -7.964 -0.048 0.036
H: 4.459 -0.332 -1.315
H: -4.601 -0.981 1.814
H: -7.457 -1.822 0.695
H: 4.815 -3.415 0.886
H: 0.893 4.234 -0.574
H: 3.875 -2.913 -0.498
H: -4.914 -2.093 0.484
H: -5.563 0.729 0.185
H: 5.859 -2.319 -1.523
H: -7.227 -0.373 1.616

Results of the Mulliken charge analysis, in e, for atoms 1 through 6: -0.05, -0.82, -0.77, 0.13, -0.75, -0.05

***

Most stable to least stable, the ends of the list are P and Q.

***

P.
# C3H6N2O3

A 3-piece molecular cluster, C3H6N2O3 overall (ωB97M-V/def2-TZVPD, the OMol25 dataset).

Output
- SMILES string = C#[N+][O-].N=C=O.CO
- 2S+1 = 1

Positions of all 14 atoms, in Å:
O: 2.316 1.744 -1.785
O: 0.237 -0.674 1.679
O: -2.512 0.127 -1.497
N: 2.218 1.195 0.499
N: -1.863 0.861 -2.181
C: -0.445 -2.033 1.673
C: -1.075 1.523 -2.693
C: 2.198 1.418 -0.672
H: 0.362 -2.729 1.778
H: -0.886 -2.245 0.789
H: 1.715 0.593 1.074
H: -0.831 2.462 -3.194
H: -1.031 -2.271 2.524
H: -0.402 0.029 2.005

Results of the Mulliken charge analysis, in e, for atoms 1 through 6: -0.44, -0.55, -0.59, -0.46, 0.49, -0.66

***

Q.
# C3H6N2O3

A single C3H6N2O3 molecule (ωB97M-V/def2-TZVPD, the OMol25 dataset).

Output
- SMILES string = [H]/N=C\NOCOC=O
- 2S+1 = 1

Positions of all 14 atoms, in Å:
O: 0.994 -0.505 -1.639
O: 0.273 1.090 -0.137
O: 0.890 -1.928 -0.058
N: -2.362 1.362 1.285
N: 0.000 0.723 1.064
C: 1.601 -1.515 -1.001
C: -0.153 -0.028 -1.065
C: -1.230 0.919 1.725
H: -0.849 0.506 -1.802
H: 0.344 -0.170 1.113
H: -0.965 0.525 2.757
H: -0.703 -0.841 -0.608
H: 2.544 -1.887 -1.495
H: -2.402 1.763 0.316

Results of the Mulliken charge analysis, in e, for atoms 1 through 6: -0.31, -0.30, -0.59, -0.65, -0.15, 0.37

***

Most stable to least stable, the ends of the list are P and Q.

***

P.
# C3H6N2O3

A single C3H6N2O3 molecule (ωB97M-V/def2-TZVPD, the OMol25 dataset).

Output
- SMILES string = [H]/N=C(/N)[C@@H](O)C(=O)O
- 2S+1 = 1

Positions of all 14 atoms, in Å:
O: 1.693 1.354 0.317
O: 2.080 -0.603 -0.765
O: 0.105 -1.791 0.562
N: -1.437 1.490 0.015
N: -2.009 -0.696 -0.564
C: -1.194 0.080 0.033
C: 0.065 -0.396 0.631
C: 1.303 0.234 -0.012
H: -0.648 2.061 0.145
H: -2.092 -1.635 -0.263
H: 2.875 -0.103 -0.764
H: 0.207 0.148 1.560
H: 0.964 -1.793 0.022
H: -1.912 1.651 -0.917

Results of the Mulliken charge analysis, in e, for atoms 1 through 6: -0.56, -0.48, -0.59, -0.57, -0.73, 0.46

***

Q.
# C3H6N2O3

A single C3H6N2O3 molecule (ωB97M-V/def2-TZVPD, the OMol25 dataset).

Output
- SMILES string = NC(=O)CNC(=O)O
- 2S+1 = 1

Positions of all 14 atoms, in Å:
O: -2.484 0.808 -0.908
O: -0.912 -0.823 -0.657
O: 1.372 0.195 -1.420
N: 1.523 -1.593 -0.023
N: -0.770 1.078 0.545
C: 1.022 -0.410 -0.444
C: -1.414 0.271 -0.291
C: 0.528 0.680 1.020
H: 1.147 1.556 1.195
H: 2.269 -1.977 -0.578
H: -1.038 2.050 0.534
H: 0.426 -0.013 1.858
H: -2.771 0.207 -1.609
H: 1.101 -2.031 0.780

Results of the Mulliken charge analysis, in e, for atoms 1 through 6: -0.49, -0.58, -0.61, -0.40, -0.12, 0.63

***

Most stable to least stable, the ends of the list are Q and P.

***

P.
# C3H6N2O3

A single C3H6N2O3 molecule (ωB97M-V/def2-TZVPD, the OMol25 dataset).

Output
- SMILES string = C=C(C(=O)O)N(N)O
- 2S+1 = 1

Positions of all 14 atoms, in Å:
O: -1.002 1.314 1.873
O: 0.249 -1.263 -1.792
O: 1.174 0.856 1.678
N: 1.026 0.912 -1.163
N: 0.632 -0.326 -0.729
C: -1.272 -1.282 0.481
C: -0.108 0.704 1.347
C: -0.335 -0.360 0.255
H: 0.354 1.390 -1.764
H: 1.256 1.506 2.395
H: -1.838 -1.237 1.393
H: 1.945 0.867 -1.587
H: -0.609 -1.004 -2.171
H: -1.474 -2.078 -0.214

Results of the Mulliken charge analysis, in e, for atoms 1 through 6: -0.53, -0.46, -0.42, -0.48, 0.22, -0.95

***

Q.
# C3H6N2O3

A single C3H6N2O3 molecule (ωB97M-V/def2-TZVPD, the OMol25 dataset).

Output
- SMILES string = NCC(=O)NC(=O)O
- 2S+1 = 1

Positions of all 14 atoms, in Å:
O: -0.895 -1.102 -0.064
O: 0.756 -0.463 -2.103
O: 2.503 0.571 -1.186
N: -2.027 -0.352 2.343
N: 0.507 0.653 -0.104
C: 1.349 0.268 -1.167
C: -1.395 0.605 1.530
C: -0.607 0.004 0.362
H: -0.101 -0.805 -1.794
H: 0.768 1.484 0.407
H: -0.710 1.218 2.129
H: -2.879 -0.863 2.230
H: -2.047 1.315 1.101
H: -1.429 -0.788 3.022

Results of the Mulliken charge analysis, in e, for atoms 1 through 6: -0.68, -0.45, -0.52, -0.43, -0.17, 0.51

***

R.
# C3H6N2O3

A single C3H6N2O3 molecule (ωB97M-V/def2-TZVPD, the OMol25 dataset).

Output
- SMILES string = [H]/N=C\N(O)CC(=O)O
- 2S+1 = 1

Positions of all 14 atoms, in Å:
O: 2.986 -1.023 -0.281
O: -0.434 1.508 0.013
O: 1.991 1.085 -0.647
N: -0.448 0.133 -0.394
N: -2.866 -0.411 -0.373
C: -1.686 -0.772 -0.321
C: 2.035 -0.250 -0.201
C: 0.613 -0.516 0.423
H: -2.827 0.564 -0.314
H: 0.407 -1.532 0.473
H: -0.218 1.327 1.168
H: 1.119 1.674 -0.245
H: -1.502 -1.828 -0.750
H: 0.829 0.041 1.449

Results of the Mulliken charge analysis, in e, for atoms 1 through 6: -0.54, -0.51, -0.56, 0.05, -0.52, -0.01

***

Most stable to least stable, the ends of the list are Q and R.